# 1
{"formula": "C34H51N4OP2Sn", "method": "wB97M-V/def2-TZVPD", "lumo_energy_ha": -0.0793, "gap_ev": 6.24, "energy_ha": -2517.2025, "total_charge": 1, "elements": ["C", "C", "C", "C", "C", "H", "H", "H", "N", "P", "P", "C", "H", "H", "C", "O", "C", "H", "C", "C", "C", "C", "C", "H", "H", "H", "C", "H", "H", "H", "C", "H", "H", "H", "C", "H", "H", "H", "C", "H", "H", "H", "C", "H", "H", "H", "C", "H", "H", "H", "C", "H", "H", "H", "C", "H", "H", "H", "C", "H", "H", "H", "C", "H", "H", "H", "C", "H", "H", "H", "Sn", "N", "C", "C", "C", "C", "C", "H", "C", "H", "C", "H", "H", "H", "N", "C", "C", "N", "C", "H", "H", "H", "H"], "xyz": [[-1.96, -1.88, -1.52], [0.19, -1.65, -2.43], [-2.26, -2.90, -2.41], [-0.11, -2.59, -3.43], [-1.33, -3.25, -3.39], [-3.24, -3.37, -2.34], [0.64, -2.79, -4.20], [-1.56, -4.02, -4.13], [-0.71, -1.37, -1.46], [-2.68, 0.39, 0.00], [2.37, -0.77, -0.81], [-3.01, -1.34, -0.56], [-4.00, -1.38, -1.04], [-3.07, -1.99, 0.33], [0.56, 2.27, 1.99], [0.71, 3.14, 2.73], [1.46, -0.89, -2.42], [2.13, -1.11, -3.25], [3.81, 0.47, -1.09], [3.05, -2.52, -0.56], [-3.42, 1.47, -1.38], [-3.54, 0.54, 1.68], [3.38, 1.84, -0.54], [3.15, 1.79, 0.54], [4.21, 2.54, -0.67], [2.50, 2.24, -1.06], [5.06, 0.03, -0.31], [4.85, -0.10, 0.76], [5.51, -0.89, -0.71], [5.81, 0.83, -0.40], [4.16, 0.62, -2.58], [5.00, 1.34, -2.64], [4.50, -0.31, -3.04], [3.33, 1.03, -3.16], [3.65, -2.60, 0.86], [3.07, -2.00, 1.58], [3.62, -3.64, 1.20], [4.69, -2.27, 0.89], [1.88, -3.52, -0.62], [1.08, -3.25, 0.07], [1.47, -3.61, -1.64], [2.27, -4.51, -0.33], [4.09, -2.85, -1.66], [4.05, -2.19, -2.53], [5.11, -2.84, -1.26], [3.91, -3.87, -2.02], [-3.27, 1.94, 2.26], [-3.67, 1.97, 3.28], [-2.19, 2.16, 2.32], [-3.76, 2.73, 1.69], [-2.96, -0.51, 2.64], [-3.22, -1.54, 2.35], [-1.87, -0.45, 2.71], [-3.37, -0.34, 3.65], [-5.06, 0.30, 1.57], [-5.46, 0.14, 2.58], [-5.59, 1.16, 1.15], [-5.30, -0.60, 0.98], [-2.78, 1.11, -2.73], [-3.29, 1.69, -3.52], [-1.72, 1.38, -2.75], [-2.88, 0.05, -2.98], [-3.08, 2.95, -1.07], [-2.00, 3.10, -0.97], [-3.43, 3.56, -1.92], [-3.59, 3.31, -0.17], [-4.94, 1.29, -1.51], [-5.22, 0.23, -1.64], [-5.49, 1.71, -0.66], [-5.26, 1.83, -2.41], [0.01, 0.29, 0.07], [0.37, 1.46, -1.71], [0.86, 0.89, -2.70], [0.98, 1.35, -4.09], [0.82, 2.73, -4.23], [1.18, 0.54, -5.22], [0.94, 3.33, -5.49], [0.60, 3.31, -3.33], [1.30, 1.14, -6.48], [1.24, -0.55, -5.11], [1.19, 2.53, -6.61], [0.84, 4.41, -5.57], [1.47, 0.51, -7.36], [1.29, 2.99, -7.59], [0.78, -2.30, 3.96], [0.00, -3.34, 3.46], [-0.36, -2.97, 2.20], [0.17, -1.71, 1.92], [0.86, -1.35, 3.00], [1.21, -2.23, 4.88], [-0.23, -4.23, 4.02], [-0.97, -3.50, 1.48], [1.41, -0.42, 3.14]]}

=====

# 2
{"formula": "C28H23F3N5O3SW", "method": "wB97M-V/def2-TZVPD", "s_squared": 0.771, "lumo_energy_ha": [-0.0075, -0.0156], "e_above_lowest_kj_mol": 83.01, "gap_ev": [5.73, 5.78], "energy_ha": -2345.2533, "spin_multiplicity": 2, "elements": ["W", "C", "C", "O", "C", "C", "C", "N", "N", "C", "O", "C", "C", "C", "C", "C", "C", "H", "H", "H", "H", "H", "H", "H", "H", "H", "H", "H", "H", "O", "C", "C", "C", "C", "C", "C", "C", "N", "C", "C", "N", "H", "H", "H", "H", "H", "H", "H", "F", "C", "F", "F", "C", "C", "C", "N", "C", "C", "H", "H", "H", "H", "S", "C"], "xyz": [[-0.74, -1.05, -0.85], [-0.24, -1.98, 3.42], [0.15, -1.37, 2.10], [-0.79, -1.30, 1.23], [1.43, -0.93, 1.88], [1.85, -0.18, 0.75], [3.19, 0.50, 0.89], [1.15, -0.03, -0.35], [1.74, 0.95, -1.16], [1.58, 1.00, -2.42], [0.82, 0.20, -3.20], [2.28, 2.05, -3.20], [1.97, 2.26, -4.54], [2.63, 3.25, -5.26], [3.60, 4.03, -4.65], [3.91, 3.82, -3.31], [3.26, 2.84, -2.59], [-1.32, -1.88, 3.56], [0.29, -1.53, 4.25], [0.00, -3.05, 3.41], [2.13, -1.02, 2.69], [3.69, 0.15, 1.79], [3.05, 1.58, 0.96], [3.82, 0.32, 0.02], [1.22, 1.65, -5.02], [2.39, 3.40, -6.30], [4.12, 4.79, -5.21], [4.67, 4.42, -2.83], [3.48, 2.67, -1.54], [-1.80, 0.66, -0.48], [-2.85, 0.88, 0.25], [-3.07, 2.18, 0.74], [-4.15, 2.48, 1.54], [-5.08, 1.50, 1.89], [-4.90, 0.22, 1.40], [-3.82, -0.11, 0.58], [-3.72, -1.45, 0.03], [-2.67, -2.01, -0.57], [-3.05, -3.28, -0.97], [-4.33, -3.50, -0.60], [-4.74, -2.34, 0.02], [-2.34, 2.93, 0.47], [-4.27, 3.50, 1.90], [-5.92, 1.73, 2.53], [-5.62, -0.54, 1.69], [-2.38, -3.91, -1.52], [-4.98, -4.34, -0.73], [-5.67, -2.14, 0.35], [3.41, -6.52, 0.72], [2.82, -6.45, -0.49], [3.80, -6.51, -1.41], [2.06, -7.55, -0.62], [2.00, -5.19, -0.62], [2.30, -4.22, -1.55], [1.50, -3.09, -1.61], [0.45, -2.90, -0.79], [0.17, -3.86, 0.10], [0.91, -5.02, 0.22], [3.13, -4.32, -2.23], [1.69, -2.31, -2.32], [-0.69, -3.68, 0.73], [0.63, -5.76, 0.95], [-1.24, -1.58, -3.29], [-0.08, -0.57, -2.55]]}

=====

# 3
{"formula": "C18H18", "method": "wB97M-V/def2-TZVPD", "lumo_energy_ha": -0.0902, "e_above_lowest_kj_mol": 326.03, "gap_ev": 3.10, "energy_ha": -696.5598, "elements": ["C", "C", "C", "C", "C", "C", "C", "C", "C", "H", "H", "H", "H", "H", "H", "H", "H", "H", "H", "H", "C", "C", "C", "C", "C", "C", "C", "C", "C", "H", "H", "H", "H", "H", "H", "H"], "xyz": [[-1.34, 2.32, 1.34], [-1.15, 0.89, 1.71], [-0.19, 0.60, 2.82], [-1.96, -0.10, 1.16], [-1.69, -1.49, 1.34], [-2.52, -2.45, 0.84], [-3.67, -2.09, 0.14], [-3.96, -0.76, -0.08], [-3.13, 0.22, 0.40], [-1.69, 2.42, 0.31], [-2.05, 2.82, 1.99], [-0.39, 2.87, 1.40], [0.10, -0.45, 2.85], [0.72, 1.19, 2.71], [-0.63, 0.84, 3.78], [-0.79, -1.80, 1.84], [-2.29, -3.49, 0.98], [-4.34, -2.86, -0.23], [-4.85, -0.48, -0.61], [-3.39, 1.25, 0.24], [3.25, 1.80, -1.03], [1.98, 2.37, -0.97], [1.02, 1.42, -1.30], [1.69, 0.20, -1.57], [3.09, 0.44, -1.40], [4.01, -0.59, -1.61], [3.53, -1.84, -1.98], [2.17, -2.08, -2.14], [1.24, -1.07, -1.94], [4.19, 2.29, -0.83], [1.79, 3.40, -0.72], [-0.04, 1.57, -1.34], [5.06, -0.40, -1.49], [4.23, -2.64, -2.15], [1.83, -3.06, -2.43], [0.19, -1.25, -2.06]]}

=====

# 4
{"formula": "C7H10", "method": "wB97M-V/def2-TZVPD", "lumo_energy_ha": 0.0426, "e_above_lowest_kj_mol": 293.61, "gap_ev": 10.32, "energy_ha": -272.6062, "smiles": "C=C(C)CC1C=C1", "elements": ["C", "C", "C", "C", "C", "C", "C", "H", "H", "H", "H", "H", "H", "H", "H", "H", "H"], "xyz": [[1.50, -1.24, 0.63], [0.31, -0.93, 0.13], [-0.97, -1.17, 0.88], [0.16, -0.25, -1.21], [-0.12, 1.25, -1.07], [-0.94, 1.86, 0.03], [0.34, 1.99, 0.15], [2.42, -1.10, 0.07], [1.60, -1.67, 1.63], [-1.52, -2.00, 0.43], [-0.78, -1.42, 1.93], [-1.62, -0.30, 0.84], [1.08, -0.36, -1.80], [-0.65, -0.73, -1.79], [-0.10, 1.77, -2.03], [-1.93, 2.02, 0.43], [1.20, 2.29, 0.74]]}

=====

# 5
{"formula": "C6H10O", "method": "wB97M-V/def2-TZVPD", "lumo_energy_ha": 0.0350, "e_above_lowest_kj_mol": 70.24, "gap_ev": 10.24, "energy_ha": -309.8156, "smiles": "C[C@H]1CC=C[C@H]1O", "elements": ["C", "C", "C", "C", "C", "C", "O", "H", "H", "H", "H", "H", "H", "H", "H", "H", "H"], "xyz": [[-0.47, -1.45, 1.01], [0.49, -0.71, 0.00], [-0.26, -0.45, -1.33], [-0.30, 1.05, -1.55], [0.21, 1.69, -0.51], [0.89, 0.74, 0.47], [0.57, 1.01, 1.82], [-1.44, -0.96, 1.24], [-0.78, -2.45, 0.66], [0.02, -1.59, 1.97], [1.38, -1.34, -0.13], [-1.22, -0.72, -0.93], [-0.06, -1.06, -2.23], [-0.79, 1.52, -2.41], [0.18, 2.77, -0.32], [1.97, 0.91, 0.40], [-0.40, 1.03, 1.86]]}

=====

# 6
{"formula": "C26H21N4O4PtS", "method": "wB97M-V/def2-TZVPD", "lumo_energy_ha": [-0.4338, -0.4611], "e_above_lowest_kj_mol": 33.37, "gap_ev": [4.56, 3.82], "energy_ha": -2039.8329, "total_charge": 3, "elements": ["Pt", "O", "C", "O", "C", "C", "C", "C", "C", "N", "C", "O", "O", "H", "H", "H", "H", "H", "C", "N", "C", "C", "C", "C", "C", "N", "C", "C", "C", "C", "C", "C", "H", "H", "H", "H", "H", "H", "H", "H", "H", "H", "H", "S", "C", "N", "C", "C", "C", "C", "C", "C", "H", "H", "H", "H", "H"], "xyz": [[-0.21, -0.54, 0.19], [-3.80, 1.66, 1.40], [-2.59, 1.19, 1.33], [-2.31, 0.11, 0.81], [-1.53, 2.01, 1.98], [-1.69, 3.12, 2.79], [-0.57, 3.57, 3.49], [0.63, 2.86, 3.40], [0.67, 1.77, 2.54], [-0.37, 1.40, 1.81], [1.72, 0.73, 2.35], [2.95, 0.88, 2.76], [1.42, -0.32, 1.79], [-4.45, 1.05, 1.00], [-2.65, 3.61, 2.90], [-0.64, 4.42, 4.14], [1.47, 3.14, 4.02], [3.11, 1.73, 3.20], [2.78, -0.68, -0.66], [1.33, -0.68, -0.97], [1.02, -0.70, -2.28], [-0.34, -0.73, -2.62], [-1.17, -0.82, -3.78], [-2.47, -0.85, -3.32], [-2.44, -0.78, -1.91], [-1.15, -0.67, -1.51], [3.31, -1.86, 0.11], [4.49, -1.69, 0.84], [5.12, -2.78, 1.41], [4.56, -4.05, 1.28], [3.39, -4.23, 0.55], [2.76, -3.13, -0.02], [3.08, 0.27, -0.21], [3.27, -0.71, -1.64], [1.83, -0.73, -3.01], [-0.84, -0.86, -4.80], [-3.37, -0.93, -3.91], [-3.26, -0.80, -1.21], [4.90, -0.70, 0.95], [6.04, -2.66, 1.96], [5.03, -4.90, 1.74], [2.99, -5.23, 0.42], [1.87, -3.26, -0.61], [-1.34, -4.83, -0.10], [-0.63, -3.35, -0.45], [-0.68, -2.46, 0.51], [-1.34, -2.94, 1.66], [-1.53, -2.28, 2.88], [-2.18, -2.97, 3.87], [-2.64, -4.29, 3.68], [-2.44, -4.94, 2.49], [-1.77, -4.25, 1.48], [-0.21, -3.14, -1.43], [-1.15, -1.28, 3.05], [-2.34, -2.50, 4.83], [-3.16, -4.79, 4.49], [-2.77, -5.96, 2.35]]}

=====

# 7
{"formula": "C33H46As3ClFNO3SY", "method": "wB97M-V/def2-TZVPD", "lumo_energy_ha": -0.0761, "e_above_lowest_kj_mol": 125.15, "gap_ev": 8.07, "energy_ha": -9269.3267, "total_charge": 1, "elements": ["Y", "C", "As", "C", "C", "C", "C", "C", "As", "C", "C", "C", "As", "C", "C", "H", "H", "H", "H", "H", "H", "H", "H", "H", "H", "H", "H", "H", "H", "H", "H", "H", "H", "H", "H", "H", "H", "H", "H", "H", "H", "H", "N", "C", "H", "Cl", "C", "C", "C", "C", "C", "C", "C", "O", "O", "H", "H", "H", "H", "O", "S", "C", "C", "C", "C", "C", "C", "C", "C", "C", "C", "C", "C", "C", "C", "H", "H", "H", "H", "H", "H", "H", "H", "H", "H", "H", "H", "H", "H", "F"], "xyz": [[15.04, 7.29, 7.55], [16.43, 5.73, 11.33], [16.89, 5.86, 9.43], [16.98, 3.93, 8.91], [18.88, 6.03, 9.71], [19.40, 7.49, 9.80], [18.42, 8.34, 10.69], [19.46, 8.08, 8.36], [17.82, 8.57, 7.34], [18.48, 8.03, 5.58], [17.88, 10.48, 7.15], [20.88, 7.42, 10.35], [22.15, 8.97, 10.79], [21.10, 10.48, 11.44], [22.69, 9.50, 8.97], [17.30, 5.24, 11.81], [15.59, 5.08, 11.53], [16.23, 6.74, 11.76], [17.73, 3.46, 9.54], [17.35, 3.89, 7.88], [16.02, 3.48, 8.98], [19.21, 5.57, 8.78], [19.16, 5.38, 10.54], [17.35, 8.43, 10.30], [18.74, 9.40, 10.68], [18.45, 8.03, 11.74], [20.10, 7.45, 7.75], [19.91, 9.07, 8.37], [19.29, 8.66, 5.36], [17.66, 8.09, 4.94], [18.73, 6.97, 5.70], [18.92, 10.75, 7.09], [17.47, 10.94, 7.98], [17.34, 10.72, 6.25], [21.57, 7.00, 9.61], [20.93, 6.72, 11.20], [20.25, 10.76, 10.84], [21.70, 11.36, 11.64], [20.77, 10.10, 12.40], [23.42, 8.73, 8.64], [23.26, 10.45, 9.07], [21.89, 9.53, 8.30], [14.82, 9.58, 10.58], [15.16, 8.86, 9.78], [14.52, 10.32, 11.19], [9.85, 5.44, 14.14], [10.88, 5.78, 12.78], [11.90, 4.93, 12.44], [12.58, 5.23, 11.29], [12.28, 6.33, 10.47], [11.18, 7.10, 10.84], [10.55, 6.85, 12.01], [13.10, 6.69, 9.28], [13.97, 5.83, 8.88], [12.96, 7.74, 8.65], [12.12, 4.14, 13.08], [13.40, 4.59, 11.02], [10.97, 8.01, 10.26], [9.74, 7.42, 12.30], [14.86, 9.32, 6.55], [14.29, 10.18, 5.44], [12.86, 9.38, 4.67], [12.36, 8.14, 5.26], [11.05, 8.10, 5.71], [10.67, 6.94, 6.41], [11.54, 5.92, 6.70], [12.79, 5.95, 6.10], [13.23, 7.07, 5.38], [13.68, 11.71, 6.27], [12.31, 11.54, 6.91], [11.18, 12.05, 6.27], [9.93, 12.00, 6.85], [9.79, 11.40, 8.04], [10.90, 10.85, 8.72], [12.14, 10.92, 8.16], [13.24, 9.23, 3.72], [12.13, 10.19, 4.68], [10.38, 8.97, 5.58], [9.67, 6.94, 6.84], [11.23, 5.17, 7.41], [13.51, 5.17, 6.35], [14.16, 7.08, 4.90], [13.68, 12.53, 5.50], [14.45, 11.90, 6.97], [11.31, 12.56, 5.28], [9.06, 12.31, 6.30], [8.82, 11.40, 8.51], [10.66, 10.37, 9.68], [13.06, 10.57, 8.61], [15.86, 6.01, 6.11]]}

=====

# 8
{"formula": "C8H10NO3", "method": "wB97M-V/def2-TZVPD", "lumo_energy_ha": 0.1393, "e_above_lowest_kj_mol": 121.58, "gap_ev": 6.46, "energy_ha": -591.3007, "total_charge": -1, "elements": ["C", "C", "C", "C", "C", "C", "C", "C", "N", "O", "O", "O", "H", "H", "H", "H", "H", "H", "H", "H", "H", "H"], "xyz": [[2.73, 1.01, -0.48], [2.11, 1.03, -1.71], [1.82, 0.49, 0.41], [0.83, 0.59, -1.53], [-2.39, 1.07, -0.52], [-0.74, -0.05, 1.86], [-0.63, -1.71, 0.06], [-0.55, -0.30, 0.36], [0.62, 0.25, -0.21], [-3.24, 0.57, 0.16], [-1.82, 1.75, -1.31], [-1.95, -2.27, -0.33], [3.69, 1.42, -0.27], [2.57, 1.32, -2.58], [1.95, 0.37, 1.41], [0.15, 0.51, -2.33], [-0.98, 0.90, 2.13], [-1.57, -0.69, 2.26], [0.20, -0.36, 2.42], [0.06, -2.02, -0.76], [-0.34, -2.36, 1.01], [-2.52, -1.54, -0.03]]}

=====

# 9
{"formula": "Cl2H4Si3", "method": "wB97M-V/def2-TZVPD", "lumo_energy_ha": -0.0770, "e_above_lowest_kj_mol": 170.90, "gap_ev": 6.55, "energy_ha": -1791.2029, "elements": ["Si", "Si", "Si", "Cl", "Cl", "H", "H", "H", "H"], "xyz": [[0.94, 0.55, 1.41], [-1.93, -0.18, -1.29], [-0.07, -1.37, 0.67], [-0.70, 0.94, 2.67], [-3.26, 1.43, -2.04], [2.04, 0.42, 2.39], [1.23, 1.86, 0.82], [-2.92, -1.25, -1.31], [-1.00, -0.25, -2.42]]}